A structure of composition C5H9NS2 in a non-equilibrium geometry. Source: the Open Molecules 2025 dataset; level of theory: ωB97M-V/def2-TZVPD.

CARTESIAN COORDINATES (ANGSTROEM)
C  -2.2808  -1.3871  -0.2683
C  -0.4217  0.0837  0.3776
C  0.7219  -0.3713  -0.4085
C  2.5923  1.0762  1.0357
C  0.4077  1.1169  -0.5355
H  -3.0479  -1.0945  0.8648
H  -1.6496  -2.3752  -0.1271
H  -3.0041  -1.5951  -1.2782
H  -1.3931  0.3699  -1.4826
H  -0.3177  0.1999  1.5181
H  0.6158  -1.3428  -0.9674
H  3.6104  1.1131  1.2883
H  1.9087  1.4417  1.8648
H  -0.2215  1.2807  -1.5193
N  -1.6705  -0.0456  -0.5075
S  2.1992  -0.6020  0.4082
S  1.9508  2.1314  -0.2630

Values from the calculation:
ΔE to the lowest compared entry with this formula, charge and spin (eV): 5.431
Total energy (a.u.): -1046.84873
LUMO energy (eV): 0.7
Frontier orbital gap (eV): 9.11
Spin multiplicity: 1
E_HOMO (eV): -8.409

The molecule C5H9NS2 in a non-equilibrium geometry. Source: the Open Molecules 2025 dataset; level of theory: ωB97M-V/def2-TZVPD.

CARTESIAN COORDINATES (ANGSTROEM)
C  -0.7679  0.8687  -0.0755
C  0.7803  1.0088  -0.2625
C  -0.9276  -0.5364  1.4514
C  1.0941  1.3591  -1.7193
C  -1.2858  -1.8953  0.8872
N  1.4866  -0.1297  0.2808
S  -1.9571  1.5461  -0.8332
S  0.8426  -0.5325  1.8509
H  1.1115  1.9106  0.2150
H  -1.3876  -0.0156  2.2919
H  0.4155  1.9666  -2.1579
H  1.1715  0.3258  -2.2070
H  2.0749  1.7501  -1.7437
H  -2.3591  -1.9584  0.9936
H  -0.8103  -2.7548  1.3539
H  -1.0120  -1.9549  -0.0782
H  1.5301  -0.9582  -0.2473

Values from the calculation:
ΔE to the lowest compared entry with this formula, charge and spin (eV): 3.292
Total energy (a.u.): -1046.92734
LUMO energy (eV): -0.1
Frontier orbital gap (eV): 8.12
Spin multiplicity: 1
E_HOMO (eV): -8.260

The molecule C5H9NSe in a non-equilibrium geometry. Source: the Open Molecules 2025 dataset; level of theory: ωB97M-V/def2-TZVPD.

CARTESIAN COORDINATES (ANGSTROEM)
C  1.4689  -0.0696  0.4761
C  1.0619  1.1866  -0.0172
C  -0.0490  1.0235  -1.0557
C  -1.1756  -0.0232  -0.9916
C  -0.6136  -0.7980  1.3220
N  0.6657  -0.9142  1.0708
Se  -1.5746  -2.4626  1.4061
H  2.4772  -0.4073  0.2042
H  0.6686  1.6164  0.9168
H  1.8586  1.9151  -0.4428
H  -0.5569  1.9733  -1.2555
H  0.5809  0.6481  -1.9157
H  -2.2461  0.2680  -1.1036
H  -0.9824  -0.8670  -1.6969
H  -1.2728  -0.0410  1.6471
H  -0.3111  -3.0480  1.4359

Values from the calculation:
ΔE to the lowest compared entry with this formula, charge and spin (eV): 4.262
Total energy (a.u.): -2651.91810
LUMO energy (spin up / spin down) (eV): -0.1 / 0.2
Frontier orbital gap (spin up / spin down) (eV): 7.63 / 7.23
Spin multiplicity: 1
E_HOMO (spin up / spin down) (eV): -7.706 / -7.058

The molecule C5H9NSi in a non-equilibrium geometry. Source: the Open Molecules 2025 dataset; level of theory: ωB97M-V/def2-TZVPD.

CARTESIAN COORDINATES (ANGSTROEM)
N  2.2131  2.0548  0.0925
C  1.0332  1.8083  -0.1426
C  -0.2239  1.7156  -0.0124
C  -1.1618  0.5861  -0.3250
C  -0.7648  -0.4615  -1.3173
C  -0.9474  -0.9052  0.1098
Si  0.4416  -1.7478  1.1023
H  2.7170  2.4432  -0.7273
H  -0.6534  2.4792  0.5401
H  -2.1369  0.9373  -0.2171
H  -1.6326  -0.7789  -2.0141
H  0.3347  -0.2731  -1.7708
H  -1.9189  -1.5225  0.2598
H  1.8048  -1.2461  1.1214
H  0.5992  -3.1550  0.6540
H  0.2960  -1.9344  2.6467

Values from the calculation:
ΔE to the lowest compared entry with this formula, charge and spin (eV): 3.044
Total energy (a.u.): -540.02642
LUMO energy (eV): 0.8
Frontier orbital gap (eV): 9.51
Spin multiplicity: 1
E_HOMO (eV): -8.723

The molecule C5H9O2P in a non-equilibrium geometry. Source: the Open Molecules 2025 dataset; level of theory: ωB97M-V/def2-TZVPD.

CARTESIAN COORDINATES (ANGSTROEM)
C  -0.2024  -1.9788  -0.3215
C  -0.5348  -0.7192  -0.4596
C  -2.1262  -0.4468  -0.3972
P  -2.3823  0.3827  1.2401
O  0.3989  0.3164  -0.5391
C  1.3233  0.5392  0.3412
C  2.3892  1.4223  -0.2113
O  1.3597  -0.0495  1.3417
H  0.7847  -2.3467  -0.5120
H  -0.9957  -2.6802  -0.2870
H  -2.4396  0.3697  -1.1743
H  -2.6633  -1.3724  -0.4919
H  -1.6590  1.5256  0.7879
H  -1.2101  -0.0236  1.8231
H  2.2578  2.5441  0.0468
H  2.3095  1.3826  -1.3342
H  3.3903  1.1345  0.1472

Values from the calculation:
ΔE to the lowest compared entry with this formula, charge and spin (eV): 2.254
Total energy (a.u.): -687.67659
LUMO energy (eV): 0.8
Frontier orbital gap (eV): 9.77
Spin multiplicity: 1
E_HOMO (eV): -8.949

A cluster of 2 separate species, C5H9O2S2 in total. Source: the Open Molecules 2025 dataset; level of theory: ωB97M-V/def2-TZVPD.

CARTESIAN COORDINATES (ANGSTROEM)
S  -0.1136  1.9854  -0.4317
S  -2.1958  3.6174  0.9186
C  -1.5768  3.0063  -0.6900
C  -0.7459  1.3320  1.1276
C  -1.1883  2.5205  1.9642
H  -2.3758  2.4389  -1.2048
H  -1.3013  3.8616  -1.3365
H  0.0660  0.7592  1.6158
H  -1.5856  0.6347  0.9428
H  -0.3131  3.0713  2.3594
H  -1.8073  2.2083  2.8272
O  -0.6298  -0.3134  4.6507
O  1.4352  -0.7296  3.7906
C  0.5207  -0.8310  4.6537
C  0.8418  -1.7462  5.8674
H  0.5324  -2.7763  5.6230
H  1.9218  -1.7470  6.0912
H  0.2960  -1.4194  6.7684

Values from the calculation:
ΔE to the lowest compared entry with this formula, charge and spin (eV): 0.000
Total energy (a.u.): -1142.83829
LUMO energy (eV): 2.8
Net charge: -1
Frontier orbital gap (eV): 6.99
Spin multiplicity: 1
E_HOMO (eV): -4.196